11
Properties=species:S:1:pos:R:3:forces:R:3:lowdin_charge:R:1 method="wB97M-V/def2-TZVPD" charge=0 gap_ev="3.51 / 3.90" e_homo_ev="-7.1 / -7.4" e_above_lowest_kcal_mol=9.45 molar_mass_g_mol=185.5
C -1.723 0.099 0.105 0.7 2.1 -0.1 -0.14
C -0.938 -1.101 -0.016 2.1 -0.6 -0.4 -0.17
C -1.067 1.294 0.010 -0.2 0.2 0.0 -0.17
C 0.390 -0.905 -0.233 0.0 -1.0 0.0 -0.76
Si 0.736 0.949 -0.266 -1.0 -1.2 0.6 0.50
Cl 1.551 -2.150 -0.404 -0.4 0.3 0.0 0.66
Cl 4.383 -0.317 0.858 -0.5 0.2 -0.1 -0.68
Cl 2.411 1.934 -0.457 -0.5 -0.1 -0.1 0.46
H -2.787 0.034 0.266 -0.2 0.1 0.0 0.12
H -1.385 -2.078 0.059 0.0 -0.2 0.0 0.12
H -1.571 2.241 0.079 -0.1 0.1 0.0 0.06



12
Properties=species:S:1:pos:R:3:forces:R:3:lowdin_charge:R:1 method="wB97M-V/def2-TZVPD" charge=0 gap_ev=10.60 e_homo_ev=-10.1 e_above_lowest_kcal_mol=68.31 smiles="C=C=CC#N.C=O" molar_mass_g_mol=95.1
C 1.365 -1.718 -1.519 0.0 -0.4 -0.3 0.04
C 1.239 -0.858 -0.570 0.0 0.3 0.2 -0.08
C 1.102 0.040 0.370 0.3 -0.6 0.3 -0.11
C 0.586 1.321 0.090 -0.1 0.6 -0.3 -0.26
N 0.159 2.362 -0.137 -0.1 0.2 0.0 0.17
H 2.275 -1.806 -2.090 0.2 0.1 0.0 0.07
H 0.574 -2.406 -1.772 -0.2 0.0 0.0 0.07
H 1.358 -0.155 1.403 0.0 -0.2 0.0 0.12
C -2.162 0.806 1.055 -0.4 0.2 -0.4 -0.19
O -1.774 0.815 2.184 0.1 -0.1 0.4 0.00
H -2.699 1.656 0.602 0.0 0.1 0.1 0.08
H -2.024 -0.057 0.385 0.1 -0.2 0.0 0.08



| no. | calculated total energy (a.u.) |
| --- | --- |
| 1 | -1824.18561 |
| 2 | -323.41082 |